{"formula": "C28H24N4O2S", "method": "ωB97M-V/def2-TZVPD", "symbols": ["C", "C", "C", "C", "C", "O", "C", "C", "N", "N", "C", "S", "C", "C", "O", "N", "C", "C", "C", "C", "C", "C", "C", "C", "C", "C", "N", "C", "C", "C", "C", "C", "C", "C", "C", "H", "H", "H", "H", "H", "H", "H", "H", "H", "H", "H", "H", "H", "H", "H", "H", "H", "H", "H", "H", "H", "H", "H", "H"], "positions_angstrom": [[-3.670669, -1.849037, 2.023274], [-2.508869, -2.114752, 1.115997], [-1.304125, -1.455284, 1.297151], [-0.203341, -1.730389, 0.503449], [-0.294088, -2.670591, -0.512793], [0.723792, -3.045958, -1.352489], [1.987772, -2.458160, -1.205354], [1.964612, -0.977251, -1.380327], [1.114331, -0.320600, -2.106637], [1.361361, 0.992750, -1.972773], [2.381804, 1.125982, -1.166288], [3.054903, 2.621305, -0.609599], [1.750242, 3.749064, -1.212030], [0.530427, 3.732783, -0.287112], [0.429710, 4.541604, 0.609765], [-0.354516, 2.757792, -0.600251], [-1.582659, 2.463854, 0.006587], [-2.021663, 3.160088, 1.109830], [-3.264006, 2.880694, 1.689441], [-4.072686, 1.914923, 1.163709], [-3.657862, 1.171414, 0.039448], [-4.491154, 0.173044, -0.506549], [-4.090160, -0.573504, -1.576343], [-2.834081, -0.341946, -2.149441], [-2.011782, 0.635815, -1.660692], [-2.389976, 1.425117, -0.553066], [2.821380, -0.101040, -0.749708], [3.935370, -0.353739, 0.081543], [3.768483, -0.953724, 1.322738], [4.875248, -1.185304, 2.119815], [6.137123, -0.814866, 1.687095], [6.296293, -0.204729, 0.454005], [5.198339, 0.027386, -0.353381], [-1.508248, -3.323396, -0.715124], [-2.592559, -3.050324, 0.091152], [-3.583324, -2.453893, 2.927021], [-3.696023, -0.802781, 2.318467], [-4.607803, -2.103420, 1.535442], [-1.215735, -0.710910, 2.075763], [0.712235, -1.192462, 0.692761], [2.601168, -2.914666, -1.991155], [2.434750, -2.705522, -0.230372], [2.202620, 4.739366, -1.177416], [1.515689, 3.460161, -2.234592], [-0.078552, 2.133458, -1.356006], [-1.406055, 3.937703, 1.528676], [-3.574616, 3.448022, 2.554316], [-5.039934, 1.704561, 1.597496], [-5.458614, 0.011237, -0.052447], [-4.732241, -1.339882, -1.984868], [-2.510396, -0.939451, -2.987851], [-1.059758, 0.771185, -2.146265], [2.782560, -1.221829, 1.672949], [4.746614, -1.650003, 3.085377], [6.996192, -0.995811, 2.314592], [7.277504, 0.092514, 0.117635], [5.309892, 0.504202, -1.315399], [-1.572618, -4.046869, -1.512117], [-3.522312, -3.573959, -0.077026]], "forces_ev_per_angstrom": [[0.07, -0.07, 0.06], [0.02, 0.06, 0.05], [-0.17, -0.13, -0.02], [0.36, -0.07, -0.12], [-0.28, -0.10, 0.16], [-0.15, 0.03, -0.08], [0.25, -0.25, 0.07], [0.03, 0.10, -0.18], [-0.20, -1.25, -0.17], [0.52, 0.78, 0.10], [-0.11, -0.01, -0.08], [0.17, 0.40, 0.16], [0.11, -0.27, 0.15], [0.34, 0.08, -0.34], [0.00, 0.17, 0.18], [-0.31, -0.43, -0.35], [-0.17, 0.31, 0.48], [0.31, 0.08, -0.11], [-0.33, -0.30, -0.07], [-0.01, 0.19, 0.23], [0.26, 0.11, -0.08], [-0.05, -0.13, -0.18], [-0.23, 0.09, 0.17], [0.25, 0.15, -0.07], [0.01, -0.11, -0.18], [-0.32, 0.00, 0.16], [-0.70, 0.33, -0.47], [0.51, -0.14, 0.37], [-0.06, 0.09, -0.08], [0.00, -0.05, 0.03], [0.05, 0.00, 0.02], [0.06, 0.03, 0.03], [-0.16, -0.06, -0.01], [0.28, 0.00, -0.08], [0.15, 0.03, 0.05], [-0.08, -0.01, 0.08], [-0.08, 0.09, 0.04], [-0.13, 0.02, 0.00], [0.01, 0.10, 0.08], [0.07, 0.05, 0.00], [-0.04, 0.06, 0.21], [-0.08, 0.00, -0.16], [-0.09, -0.08, 0.00], [-0.01, 0.11, -0.01], [0.12, 0.27, 0.16], [0.04, -0.01, -0.04], [-0.05, 0.04, 0.06], [-0.10, -0.02, 0.04], [-0.09, -0.03, 0.05], [-0.08, -0.07, -0.01], [0.08, -0.05, -0.08], [0.08, 0.00, -0.04], [-0.10, -0.01, -0.02], [-0.01, -0.04, 0.08], [0.08, -0.01, 0.05], [0.09, 0.02, -0.03], [0.00, 0.03, -0.12], [-0.02, -0.11, -0.11], [-0.12, -0.05, -0.03]], "lowdin_charge": [-0.050, -0.289, -0.031, -0.015, -0.262, -0.029, -0.111, -0.273, 0.107, 0.005, -0.599, 1.016, -0.343, -0.530, 0.061, 0.140, -0.149, -0.008, -0.072, -0.055, -0.178, -0.052, -0.086, -0.072, -0.019, -0.089, 0.046, -0.230, -0.009, -0.064, -0.075, -0.065, -0.024, -0.003, -0.049, 0.083, 0.068, 0.074, 0.120, 0.090, 0.144, 0.128, 0.085, 0.080, 0.080, 0.097, 0.104, 0.109, 0.113, 0.106, 0.109, 0.076, 0.112, 0.109, 0.106, 0.109, 0.119, 0.119, 0.115], "energy_ha": -1849.11646, "homo_ev": -7.577, "smiles": "Cc1ccc(OCc2nnc(SCC(=O)Nc3cccc4ccccc34)n2-c2ccccc2)cc1", "spin_multiplicity": 1, "lumo_ev": 0.471, "orbital_gap_ev": 8.05, "relative_energy_ev": 1.363, "largest_force_ev_per_a": 1.278}



{"formula": "C28H24N7S4SbTi", "method": "ωB97M-V/def2-TZVPD", "symbols": ["Ti", "C", "C", "N", "C", "C", "N", "C", "C", "C", "C", "C", "N", "C", "C", "N", "C", "C", "N", "C", "C", "C", "N", "C", "C", "H", "H", "H", "H", "H", "H", "H", "H", "H", "H", "H", "H", "C", "N", "C", "C", "C", "C", "C", "C", "C", "C", "H", "H", "H", "H", "H", "H", "H", "H", "H", "H", "H", "H", "S", "Sb", "S", "S", "S", "C"], "positions_angstrom": [[0.172290, 1.171404, 0.881698], [-2.045735, -0.927691, 4.384501], [-1.628115, 0.053099, 3.512608], [-1.127818, -0.249754, 2.310691], [-1.021393, -1.534377, 2.021774], [-1.455487, -2.518775, 2.908775], [-1.973054, -2.226485, 4.088337], [-0.410867, -1.861046, 0.704851], [-0.272476, -3.174449, 0.288044], [0.359179, -3.456638, -0.905795], [0.799027, -2.379713, -1.658168], [0.609533, -1.094666, -1.197617], [0.022534, -0.818488, -0.019697], [1.001859, 0.067406, -2.039626], [1.844709, -0.043804, -3.139761], [2.066878, 0.977646, -3.954274], [1.440043, 2.114028, -3.658640], [0.655148, 2.248614, -2.526338], [0.447216, 1.219084, -1.708006], [0.549515, -4.851668, -1.380932], [1.718752, -5.221720, -2.028442], [1.860212, -6.532984, -2.456311], [0.928575, -7.471124, -2.288042], [-0.190826, -7.103791, -1.663599], [-0.424772, -5.820464, -1.192608], [-2.450392, -0.654087, 5.350735], [-1.646544, 1.098880, 3.780941], [-1.361369, -3.568382, 2.670306], [-0.624167, -3.978901, 0.914070], [1.247187, -2.541883, -2.627005], [2.372743, -0.964592, -3.349231], [1.582326, 2.958523, -4.320839], [0.229233, 3.203406, -2.251955], [2.527028, -4.515675, -2.173095], [2.772233, -6.841512, -2.954206], [-0.944836, -7.871487, -1.533322], [-1.366629, -5.585889, -0.711849], [-2.584929, 1.217403, -0.651551], [-1.951689, 2.027827, 0.419429], [-2.936375, 2.085562, 1.524914], [-1.737170, 3.439119, -0.063456], [-0.307965, 3.918811, -0.109967], [-0.131273, 5.243383, -0.526078], [1.135729, 5.784150, -0.598600], [2.221611, 5.000355, -0.201972], [2.032030, 3.708303, 0.245130], [0.760437, 3.110277, 0.277178], [-3.564296, 1.632896, -0.905055], [-2.718613, 0.196677, -0.293393], [-1.960287, 1.204610, -1.538090], [-3.831596, 2.612970, 1.183216], [-2.494694, 2.614098, 2.366818], [-3.219222, 1.080146, 1.821280], [-2.295020, 4.094347, 0.606772], [-2.222398, 3.528091, -1.040950], [-0.994592, 5.846376, -0.796858], [1.279925, 6.805260, -0.928240], [3.223145, 5.413947, -0.211298], [2.887705, 3.156557, 0.609256], [3.833428, 2.054950, 4.088117], [1.883509, 1.107158, 4.549485], [0.471539, 2.343650, 2.895045], [2.030369, -1.033232, 2.996295], [3.038567, 0.493041, 0.580143], [1.890386, 0.011222, 1.624457]], "forces_ev_per_angstrom": [[2.18, 0.58, 0.77], [-0.10, -0.11, 0.14], [0.19, 0.04, -0.14], [0.08, 0.32, 0.10], [0.09, -0.39, -0.61], [-0.04, -0.03, 0.20], [0.05, 0.07, -0.12], [-0.19, 0.05, 0.46], [-0.06, -0.03, 0.16], [0.04, -0.28, -0.17], [0.05, -0.04, -0.13], [0.15, 0.36, -0.21], [-0.21, -0.72, -0.42], [-0.14, -0.64, 0.17], [0.07, 0.09, -0.08], [-0.07, 0.04, 0.06], [0.06, -0.05, -0.07], [0.10, -0.06, 0.10], [-0.17, 0.43, 0.08], [-0.01, 0.31, 0.12], [0.11, -0.06, -0.05], [-0.06, -0.08, 0.01], [-0.05, 0.18, 0.08], [0.11, -0.02, -0.06], [-0.09, -0.10, 0.00], [0.00, -0.05, 0.01], [0.01, 0.00, 0.00], [-0.03, -0.02, 0.04], [0.02, -0.03, -0.03], [-0.01, -0.03, 0.01], [0.01, 0.02, -0.05], [0.04, -0.04, -0.03], [-0.01, 0.00, 0.00], [-0.02, -0.02, 0.00], [-0.02, -0.04, 0.00], [0.02, -0.02, -0.02], [0.03, 0.00, -0.01], [0.12, 0.11, 0.20], [-0.16, -0.01, -0.18], [0.21, 0.03, -0.13], [-0.16, -0.26, 0.09], [-0.16, 0.05, 0.07], [0.04, -0.02, -0.09], [0.08, -0.10, 0.05], [0.01, 0.13, -0.05], [-0.10, -0.16, 0.00], [-0.39, 0.52, -0.13], [-0.05, -0.01, -0.04], [-0.01, -0.04, -0.01], [0.03, 0.01, -0.02], [-0.05, 0.02, 0.04], [-0.01, 0.00, 0.03], [-0.02, 0.01, 0.01], [0.00, 0.06, 0.00], [0.07, 0.05, -0.05], [0.02, -0.03, 0.01], [0.01, -0.01, 0.01], [-0.02, 0.02, -0.02], [0.01, -0.02, 0.01], [0.28, 0.15, -0.03], [-0.19, -0.13, 0.08], [-0.10, -0.18, -0.28], [-0.05, 0.25, -0.44], [-0.75, 0.22, -0.01], [-0.79, -0.29, 0.58]], "lowdin_charge": [0.597, -0.084, -0.166, 0.039, -0.231, -0.064, 0.112, -0.185, 0.066, -0.118, 0.064, -0.188, 0.052, -0.228, -0.060, 0.109, -0.078, -0.062, 0.097, -0.169, -0.009, -0.127, 0.068, -0.130, -0.012, 0.117, 0.056, 0.112, 0.114, 0.119, 0.118, 0.115, 0.110, 0.118, 0.110, 0.109, 0.115, -0.082, -0.293, -0.099, -0.138, -0.302, -0.071, -0.089, -0.080, -0.136, -0.335, 0.096, 0.084, 0.071, 0.099, 0.074, 0.075, 0.124, 0.127, 0.113, 0.098, 0.103, 0.054, -0.265, 0.373, 0.142, 0.361, 0.682, -1.392], "energy_ha": -4147.20007, "homo_ev": -6.813, "spin_multiplicity": 1, "lumo_ev": -1.736, "orbital_gap_ev": 5.08, "relative_energy_ev": 1.242, "largest_force_ev_per_a": 2.383}